1.
Entry from OMol25: a structure of composition C22H60CaCrF6O22S2 (the ωB97M-V functional and the def2-TZVPD basis).

Multiplicity: 6
Orbital gap (alpha / beta), eV: 7.560 / 2.623
LUMO level (alpha / beta), eV: -8.0875 / -12.9527
Total charge: +3
Largest force on an atom, eV Å⁻¹: 5.0

Element x y z (Å)
Ca 3.876 2.411 -1.760
Cr 4.108 -2.046 1.090
C 4.734 -2.361 -3.746
F 5.165 -3.529 -3.508
F 5.479 -1.909 -4.701
F 3.448 -2.355 -4.142
S 4.953 -1.323 -2.063
O 4.627 -2.164 -0.868
O 6.383 -0.959 -2.099
O 4.165 -0.084 -2.150
C -0.106 -0.652 0.023
F -0.080 -1.896 0.250
F -0.256 -0.315 -1.250
F -1.122 -0.186 0.728
S 1.537 0.143 0.695
O 1.258 0.740 1.975
O 2.570 -0.920 0.757
O 1.911 1.169 -0.240
C -1.910 -4.378 -0.242
C -2.408 -4.616 1.205
O -2.164 -5.940 1.579
O -2.771 -4.948 -1.175
H -0.972 -4.931 -0.200
H -1.490 -3.426 -0.563
H -3.465 -4.398 1.352
H -1.778 -4.104 1.932
H -2.592 -6.555 0.978
H -3.525 -4.430 -1.469
C 0.269 4.371 2.455
C -0.686 3.987 3.623
O -1.996 4.635 3.665
O 1.320 3.464 2.262
H 0.617 5.348 2.791
H -0.194 4.576 1.490
H -0.017 4.020 4.483
H -0.907 2.922 3.553
H -2.526 4.147 4.299
H 0.973 2.570 2.232
C -2.247 2.408 -2.828
C -1.022 3.375 -2.968
O -0.122 3.318 -1.918
O -3.129 2.779 -1.808
H -1.804 1.440 -2.595
H -2.739 2.366 -3.800
H -1.416 4.378 -3.132
H -0.446 3.127 -3.860
H -0.662 3.376 -1.127
H -3.766 2.075 -1.666
C -1.737 -0.586 5.030
C -1.163 -1.019 3.690
O 0.289 -1.213 3.606
O -1.899 0.801 5.105
H -1.315 -1.103 5.892
H -2.776 -0.913 5.009
H -1.584 -0.355 2.934
H -1.461 -2.044 3.473
H 0.733 -0.367 3.514
H -1.108 1.223 5.449
C 3.357 5.156 0.026
C 4.473 5.515 -0.914
O 5.252 4.409 -1.299
O 2.708 3.993 -0.478
H 2.624 5.957 0.121
H 3.796 4.939 1.000
H 5.077 6.204 -0.323
H 4.154 6.133 -1.753
H 6.105 4.665 -1.657
H 2.065 3.723 0.182
C 2.689 -3.471 3.255
C 2.579 -4.464 2.096
O 2.711 -3.677 0.937
O 3.889 -2.629 3.187
H 2.683 -3.837 4.282
H 1.812 -2.837 3.133
H 1.585 -4.910 2.085
H 3.322 -5.248 2.245
H 2.503 -4.306 0.242
H 4.205 -2.686 4.092
C -4.301 -1.343 -0.163
C -4.827 -1.059 1.282
O -5.257 -2.340 1.757
H -5.086 -1.235 -0.912
H -3.830 -2.323 -0.229
H -3.547 -0.620 -0.474
H -5.656 -0.370 1.122
H -4.048 -0.682 1.945
H -5.409 -2.162 2.688
C 0.261 -2.674 -2.954
C -0.421 -3.756 -3.805
O -0.097 -4.940 -3.153
H 1.348 -2.685 -3.033
H -0.009 -2.858 -1.914
H -0.164 -1.699 -3.193
H -0.045 -3.928 -4.814
H -1.508 -3.762 -3.725
H -0.492 -5.672 -3.632
C -3.260 2.512 1.434
C -4.746 2.770 0.966
O -5.247 1.830 0.087
H -3.068 2.284 2.483
H -2.676 3.425 1.320
H -2.767 1.865 0.709
H -4.848 3.697 0.403
H -5.571 2.923 1.662
H -5.891 2.252 -0.487
C 2.255 0.725 -4.988
C 1.492 0.831 -3.644
O 1.860 2.075 -3.070
H 3.269 0.428 -4.721
H 2.341 1.642 -5.571
H 1.877 -0.146 -5.524
H 1.905 0.048 -3.008
H 0.434 0.676 -3.858
H 1.088 2.499 -2.687

=====

2.
Entry from OMol25: a cluster of 7 separate species, C22H60N2O14 in total (the ωB97M-V functional and the def2-TZVPD basis).

Orbital gap, eV: 9.109
LUMO level, eV: 0.5065
SMILES: COCCNCCOC.COCCNCCOC.OCCO.OCCO.OCCO.OCCO.OCCO
Energy above the lowest of the compared OMol25 structures with the same formula, charge and spin, kcal/mol: 66.53
Largest force on an atom, eV Å⁻¹: 3.6

Element x y z (Å)
C 6.698 -0.193 -0.647
O 5.868 0.787 -1.310
C 4.523 0.376 -1.186
C 3.802 1.175 -2.312
N 2.389 0.807 -2.424
C 1.599 1.649 -3.294
C 0.239 0.948 -3.568
O -0.618 1.182 -2.448
C -1.750 0.335 -2.512
H 6.476 -1.246 -1.005
H 6.451 -0.182 0.405
H 7.738 0.025 -0.809
H 4.231 0.620 -0.182
H 4.371 -0.681 -1.421
H 4.247 1.048 -3.269
H 3.976 2.249 -2.176
H 1.964 0.821 -1.501
H 2.143 1.850 -4.168
H 1.402 2.561 -2.839
H 0.373 -0.091 -3.811
H -0.239 1.298 -4.555
H -2.328 0.340 -1.585
H -1.470 -0.715 -2.736
H -2.397 0.544 -3.392
C -3.428 -0.716 1.194
O -3.720 -1.371 0.017
C -3.039 -2.667 -0.017
C -3.493 -3.374 -1.277
N -2.852 -4.688 -1.262
C -3.022 -5.250 -2.609
C -3.971 -6.410 -2.544
O -3.981 -7.016 -3.806
C -5.067 -7.934 -4.029
H -2.335 -0.680 1.389
H -3.762 -1.176 2.089
H -3.776 0.309 1.274
H -3.322 -3.303 0.838
H -1.973 -2.498 -0.057
H -3.111 -2.741 -2.069
H -4.610 -3.352 -1.319
H -3.166 -5.416 -0.605
H -2.053 -5.724 -2.832
H -3.197 -4.451 -3.363
H -4.995 -6.063 -2.322
H -3.683 -7.146 -1.708
H -4.845 -8.315 -5.008
H -6.080 -7.521 -3.983
H -4.894 -8.739 -3.235
O 2.310 1.517 2.721
C 1.746 1.748 3.966
C 2.840 1.513 5.037
O 3.769 2.553 5.074
H 2.126 2.254 2.118
H 1.435 2.740 3.913
H 0.892 1.066 3.978
H 3.360 0.610 4.748
H 2.383 1.387 6.020
H 4.247 2.611 4.235
O -2.770 -0.488 5.472
C -2.630 0.619 4.558
C -1.862 1.791 5.257
O -1.509 2.804 4.362
H -1.903 -0.765 5.845
H -1.925 0.388 3.778
H -3.566 0.882 4.004
H -0.906 1.584 5.710
H -2.547 2.346 5.915
H -0.969 3.467 4.788
O -0.433 1.831 1.604
C -1.409 2.348 0.757
C -0.587 3.322 -0.050
O -1.240 3.760 -1.160
H -0.682 2.377 2.366
H -1.757 1.567 0.099
H -2.274 2.839 1.293
H 0.331 2.935 -0.363
H -0.390 4.306 0.375
H -1.113 3.088 -1.820
O 1.351 0.220 0.259
C 0.481 -0.899 0.179
C 0.920 -1.761 -1.015
O 0.250 -2.958 -1.027
H 0.940 0.791 0.886
H 0.437 -1.401 1.163
H -0.572 -0.691 -0.027
H 1.955 -1.932 -0.932
H 0.736 -1.275 -1.990
H 0.322 -3.345 -1.911
O 2.137 3.865 1.251
C 2.817 3.556 0.007
C 2.620 4.735 -0.902
O 2.897 5.882 -0.089
H 2.258 4.777 1.379
H 3.894 3.354 0.255
H 2.478 2.678 -0.493
H 1.612 4.803 -1.197
H 3.328 4.731 -1.770
H 2.863 6.601 -0.637

=====

Question: The highest largest force on an atom belongs to which entry?
Answer: C22H60CaCrF6O22S2